1.
{"formula": "C12H23ClNOTm", "method": "ωB97M-V/def2-TZVPD", "gap_ev": [6.86, 7.37], "multiplicity": 4, "lumo_energy_ev": [-11.8697, -12.8409], "s_squared": 3.75, "charge": 3, "symbols": ["Tm", "Cl", "O", "N", "C", "C", "C", "C", "C", "C", "C", "C", "C", "C", "C", "C", "H", "H", "H", "H", "H", "H", "H", "H", "H", "H", "H", "H", "H", "H", "H", "H", "H", "H", "H", "H", "H", "H", "H"], "xyz": [[0.574084, 3.733999, -4.592861], [1.149202, 2.680196, -2.586556], [-0.861080, -2.354071, -1.318956], [-0.519239, -1.957889, -0.309392], [1.492889, -1.408215, 1.132610], [-1.723047, -1.498492, 1.856539], [1.218182, 2.601192, 0.262424], [0.261279, 2.163479, -0.830093], [1.003545, -1.582359, -0.307963], [0.466607, 3.211481, 1.465253], [-1.020770, 0.414798, 0.310416], [-0.145994, 0.702282, -0.934202], [-2.895468, -1.182230, -0.326322], [1.769979, -2.713704, -0.981282], [1.048319, -0.267508, -1.122256], [-1.574480, -1.035500, 0.393893], [2.585202, -1.345128, 1.077870], [1.209587, -3.650545, -0.948796], [-0.805085, 0.596408, -1.806805], [-0.475042, 0.654329, 1.222607], [-0.613913, 2.820448, -0.834303], [0.095176, 2.457875, 2.161141], [2.709469, -2.892851, -0.452524], [2.002654, 0.200565, -0.858857], [-0.367805, 3.847615, 1.155992], [1.893645, 3.369785, -0.122879], [-3.613048, -0.539062, 0.195431], [1.107626, -0.529453, -2.183904], [-2.618238, -2.115850, 1.963103], [1.996215, -2.488846, -2.023527], [-2.855111, -0.858398, -1.368975], [-0.884301, -2.094179, 2.209447], [-1.910287, 1.055125, 0.299172], [-3.270212, -2.205128, -0.274058], [-1.829690, -0.627451, 2.506630], [1.143827, -0.501383, 1.622021], [1.161117, 3.843343, 2.023694], [1.244640, -2.268112, 1.755782], [1.849565, 1.763433, 0.570488]], "atomic_forces_ev_per_a": [[-0.335, 0.840, -1.400], [0.543, -0.631, 0.604], [-1.490, -3.160, -3.396], [1.038, 4.744, 1.029], [0.270, 0.146, -0.144], [-0.190, 0.063, 0.088], [0.309, -0.008, -0.349], [-0.986, -0.389, 2.145], [0.496, -0.573, 1.624], [-0.056, 0.064, 0.120], [0.334, 0.085, 0.170], [0.218, 0.019, -0.582], [-0.075, 0.189, -0.223], [0.097, -0.237, -0.162], [-0.208, -0.069, -0.117], [-0.113, -0.769, 1.288], [-0.192, 0.017, 0.127], [0.071, 0.049, -0.032], [0.037, 0.029, 0.135], [-0.039, -0.123, -0.110], [0.225, 0.073, -0.597], [-0.013, 0.062, -0.140], [-0.150, 0.088, -0.133], [-0.101, -0.101, 0.023], [0.077, -0.055, 0.020], [-0.067, -0.035, 0.030], [0.114, -0.164, -0.004], [0.019, 0.021, 0.155], [0.126, 0.103, -0.013], [-0.064, -0.128, 0.042], [-0.031, -0.083, 0.028], [0.060, 0.139, 0.018], [0.126, -0.082, 0.023], [0.038, 0.069, -0.100], [-0.027, -0.144, 0.019], [-0.096, -0.054, 0.033], [-0.051, -0.100, -0.086], [0.108, 0.010, -0.092], [-0.025, 0.094, -0.043]], "mulliken_spin": [3.2032, -0.0938, 0.0003, 0.0001, 0.0000, 0.0002, -0.0245, -0.0694, 0.0022, 0.0016, 0.0055, -0.0164, 0.0001, -0.0001, -0.0327, -0.0001, -0.0001, 0.0000, -0.0227, -0.0002, 0.0323, 0.0001, 0.0000, -0.0024, -0.0005, 0.0009, 0.0000, 0.0169, 0.0000, 0.0000, -0.0005, 0.0000, 0.0004, 0.0000, 0.0000, 0.0002, 0.0001, 0.0000, -0.0005]}

2.
{"formula": "C11H15N", "method": "ωB97M-V/def2-TZVPD", "gap_ev": 8.77, "multiplicity": 1, "smiles": "Cc1c[nH]c2ccccc12.CC", "lumo_energy_ev": 0.9311, "de_lowest_ev": 0.2558, "symbols": ["N", "C", "C", "C", "C", "C", "C", "C", "C", "C", "C", "C", "H", "H", "H", "H", "H", "H", "H", "H", "H", "H", "H", "H", "H", "H", "H"], "xyz": [[0.522157, 2.722505, 0.032886], [1.532871, -0.674233, -0.189880], [-2.319164, -2.086395, 1.416793], [1.191375, 1.613178, 0.491549], [-0.546090, 0.330936, -2.572309], [2.518891, 0.195616, 1.839834], [-1.988516, -1.724103, -0.023304], [1.930255, 1.437413, 1.659995], [2.287606, -0.862836, 0.957855], [0.046784, 1.075406, -1.423783], [-0.160937, 2.385128, -1.120757], [0.939790, 0.566335, -0.419550], [0.605040, 3.650996, 0.408162], [0.218161, 0.179831, -3.344941], [-0.709278, 3.120836, -1.683245], [2.585970, -1.873781, 1.206263], [-1.888929, -0.642312, -0.129704], [3.168774, 0.073838, 2.694015], [-1.295198, 0.934122, -3.090179], [-3.213888, -1.515691, 1.700162], [-1.558016, -1.739120, 2.112961], [1.393082, -1.518782, -0.860938], [-1.029595, -0.625329, -2.381362], [2.217842, 2.301341, 2.248597], [-2.644116, -3.120583, 1.554503], [-2.761917, -2.053758, -0.724276], [-1.042957, -2.150555, -0.359359]], "atomic_forces_ev_per_a": [[-0.057, 0.102, -0.101], [0.002, -0.455, 0.340], [-1.122, 0.679, -0.050], [-0.334, 0.023, 0.091], [0.219, 0.435, -1.103], [-0.175, 0.438, 0.460], [0.153, -0.041, -0.185], [0.868, 0.050, -0.854], [-0.499, -0.129, -0.291], [-0.261, -0.136, 0.043], [0.207, -0.073, 0.015], [0.038, 0.031, 0.102], [-0.064, -0.119, 0.001], [0.008, -0.297, 0.138], [-0.140, 0.074, 0.096], [0.448, 0.142, -0.064], [-0.013, -0.016, 0.028], [-0.018, -0.222, 0.109], [-0.082, 0.144, 0.214], [0.060, 0.008, 0.001], [0.223, -0.489, 0.006], [-0.151, 0.203, 0.021], [0.235, -0.026, 0.440], [-0.213, -0.173, 0.288], [0.640, -0.055, 0.057], [0.016, 0.004, 0.143], [0.013, -0.103, 0.055]], "nbo_charge": [-0.5303, -0.1893, -0.6102, 0.1468, -0.6331, -0.2144, -0.6095, -0.2464, -0.2346, -0.0860, -0.0287, -0.1028, 0.4101, 0.2146, 0.2097, 0.2114, 0.2094, 0.2105, 0.2160, 0.1975, 0.2106, 0.2124, 0.2229, 0.2114, 0.2036, 0.1991, 0.1993]}

3.
{"formula": "C22H32N2O2", "method": "ωB97M-V/def2-TZVPD", "gap_ev": 9.20, "multiplicity": 1, "lumo_energy_ev": 0.6735, "de_lowest_ev": 0.7635, "symbols": ["O", "O", "N", "N", "C", "C", "C", "C", "C", "C", "C", "C", "C", "C", "C", "C", "C", "C", "C", "C", "C", "C", "C", "C", "C", "C", "H", "H", "H", "H", "H", "H", "H", "H", "H", "H", "H", "H", "H", "H", "H", "H", "H", "H", "H", "H", "H", "H", "H", "H", "H", "H", "H", "H", "H", "H", "H", "H"], "xyz": [[3.112067, 0.225390, 2.267071], [0.687913, 1.485066, -0.037931], [0.479726, 0.444609, 1.962463], [5.241092, -1.331812, -4.365925], [5.397056, 0.443338, -1.007704], [-5.769613, 0.047862, 0.444274], [3.553742, 1.715520, 0.290290], [-3.492329, 0.645993, 0.017551], [3.561443, 0.039406, -3.249424], [-5.335837, -0.985916, 1.266575], [1.192181, 0.911618, 0.917147], [-1.465151, 0.376087, 3.413446], [3.909899, 0.730229, -0.850691], [5.049956, -0.245019, -3.407545], [-6.516289, -1.726809, 1.845286], [5.640792, -0.636421, -2.056633], [2.689918, 0.633598, 0.972100], [3.301075, 1.110699, -2.195719], [-7.669915, -1.308130, 0.915574], [-4.847775, 0.870369, -0.183017], [-0.974062, 0.501183, 1.981857], [-1.568522, -0.575645, 1.060468], [-3.982812, -1.203353, 1.470404], [-3.046039, -0.386570, 0.842357], [3.123242, -0.385233, -0.106052], [-7.277373, 0.088933, 0.401146], [5.173976, -1.577675, -1.749007], [5.905411, 1.370366, -1.300026], [-3.645189, -2.014008, 2.108515], [-5.174576, 1.673714, -0.832921], [3.002050, 2.602157, -0.018690], [2.230534, 1.285874, -2.073362], [-1.044228, -0.518860, 0.104844], [5.534398, 0.688879, -3.735360], [4.597787, -1.249671, -5.142835], [6.710890, -0.836461, -2.160707], [0.979291, -0.077164, 2.665181], [2.305547, -0.841310, -0.664091], [-1.254282, 1.476620, 1.579115], [-7.672975, 0.302586, -0.592292], [3.228660, 1.014196, 2.808577], [3.064468, -0.896017, -2.968269], [5.818428, 0.141946, -0.044297], [-1.369804, -1.560461, 1.493536], [-1.066133, 1.178560, 4.034558], [-7.649584, 0.870014, 1.072303], [-7.714354, -1.998816, 0.070839], [-8.641401, -1.323807, 1.408392], [-2.760395, 1.272435, -0.480972], [3.745116, 2.059740, -2.519812], [3.136803, 0.347011, -4.209889], [-6.700968, -1.390348, 2.870898], [-1.157514, -0.581343, 3.843993], [-2.553013, 0.421864, 3.445033], [6.182690, -1.350024, -4.734889], [4.411483, 1.995178, 0.905175], [-6.369314, -2.806735, 1.882015], [3.751830, -1.163457, 0.327068]], "atomic_forces_ev_per_a": [[0.003, -0.002, 0.002], [0.001, 0.000, -0.001], [0.000, 0.002, -0.002], [-0.071, -0.065, 0.057], [-0.004, -0.001, 0.002], [0.000, -0.001, 0.000], [0.004, 0.000, -0.001], [0.001, 0.001, -0.002], [0.000, 0.000, -0.001], [-0.002, 0.001, 0.000], [0.001, 0.002, 0.005], [0.005, 0.000, -0.003], [-0.003, 0.001, -0.002], [-0.069, -0.020, 0.020], [0.005, 0.002, 0.004], [0.066, 0.029, -0.023], [-0.010, -0.002, -0.006], [0.002, 0.002, 0.002], [-0.003, -0.001, 0.001], [0.000, -0.002, 0.003], [0.002, -0.005, -0.001], [0.000, 0.007, 0.004], [0.001, -0.001, -0.003], [-0.003, -0.001, 0.000], [0.006, 0.001, 0.002], [0.003, 0.005, -0.001], [0.000, -0.001, 0.000], [0.000, 0.001, -0.001], [-0.001, 0.000, 0.001], [0.000, 0.000, 0.000], [0.000, -0.001, -0.001], [0.000, -0.002, -0.001], [-0.001, -0.003, -0.001], [0.000, 0.000, -0.001], [0.074, 0.060, -0.054], [0.000, -0.001, 0.001], [0.001, 0.001, 0.001], [-0.002, 0.000, 0.001], [-0.002, 0.001, 0.001], [0.001, -0.001, 0.000], [0.000, -0.001, -0.002], [0.000, -0.001, -0.001], [0.002, 0.000, -0.001], [0.000, -0.001, 0.000], [-0.002, 0.000, 0.001], [-0.001, 0.000, 0.000], [-0.001, 0.000, 0.000], [0.000, -0.001, -0.001], [0.001, -0.001, 0.000], [0.002, -0.001, 0.001], [0.000, 0.000, 0.000], [-0.001, -0.001, 0.000], [-0.001, -0.001, 0.000], [-0.001, 0.000, 0.001], [0.000, -0.001, 0.002], [-0.002, 0.002, 0.003], [0.000, 0.000, -0.001], [0.000, 0.000, 0.000]], "nbo_charge": [-0.7183, -0.6546, -0.6169, -0.8400, -0.3899, -0.0476, -0.4197, -0.2122, -0.4071, 0.0706, 0.6641, -0.6176, -0.0223, -0.0439, -0.4426, -0.4056, 0.1584, -0.3991, -0.3845, -0.1980, -0.0428, -0.4216, -0.2392, -0.0178, -0.4176, -0.4233, 0.2059, 0.1992, 0.2039, 0.2109, 0.2330, 0.2378, 0.2316, 0.1564, 0.3570, 0.2057, 0.4159, 0.2185, 0.2161, 0.2155, 0.4734, 0.2030, 0.2072, 0.2014, 0.2154, 0.2078, 0.2012, 0.2087, 0.2183, 0.1972, 0.2048, 0.2070, 0.1988, 0.2292, 0.3575, 0.2102, 0.2144, 0.2264]}

4.
{"formula": "C21H31N3O7S", "method": "ωB97M-V/def2-TZVPD", "gap_ev": 8.99, "multiplicity": 1, "smiles": "CCOC(=O)N1CCN(C(=O)C2CCN(S(=O)(=O)c3cc(OC)ccc3OC)CC2)CC1", "lumo_energy_ev": 0.5656, "de_lowest_ev": 0.2598, "symbols": ["S", "O", "O", "O", "O", "O", "O", "O", "N", "N", "N", "C", "C", "C", "C", "C", "C", "C", "C", "C", "C", "C", "C", "C", "C", "C", "C", "C", "C", "C", "C", "C", "H", "H", "H", "H", "H", "H", "H", "H", "H", "H", "H", "H", "H", "H", "H", "H", "H", "H", "H", "H", "H", "H", "H", "H", "H", "H", "H", "H", "H", "H", "H"], "xyz": [[0.440226, 0.394122, -1.538884], [-3.248001, 3.883773, -2.548193], [1.793746, 0.555093, -1.981202], [0.186511, -0.035927, -4.367516], [1.886055, -3.851656, 1.787334], [-0.363073, 1.151508, 3.766822], [-1.099321, -0.766349, 4.718028], [0.138060, 0.845082, -0.200357], [2.207168, -1.759963, 2.546245], [1.123607, -0.349815, 4.512435], [-0.062012, -1.185364, -1.769218], [-0.672027, 1.266486, -2.634191], [-1.508712, 2.231043, -2.111683], [1.243527, -2.068597, 0.323115], [2.145708, 0.349398, 3.767951], [-2.245372, 0.989608, 2.229442], [-2.380514, 2.918805, -2.949627], [2.285171, -0.315130, 2.389829], [-0.268614, -1.930917, 0.572243], [2.525745, -2.249042, 3.871543], [-0.195034, -0.058948, 4.342843], [-3.267795, 4.233851, -1.182881], [-0.667489, 0.942061, -3.986444], [1.828098, -2.650499, 1.596626], [-1.705365, 1.565288, 3.532597], [1.448243, -2.953032, -0.904668], [0.945384, -2.165204, -2.127251], [1.497743, -1.705889, 4.877277], [-1.540111, 1.637306, -4.824292], [-2.378311, 2.606415, -4.309661], [0.262876, -0.367820, -5.736173], [-0.987036, -1.643468, -0.758848], [0.587223, -2.309261, 4.873668], [1.024114, -1.142668, -5.805099], [3.075576, 0.296065, 4.339376], [-3.551934, 3.383555, -0.555568], [-1.472377, -2.542955, -1.146296], [2.501825, -3.204248, -1.024087], [1.919479, -1.713225, 5.888473], [1.477143, 0.054092, 1.756272], [0.893946, -3.883304, -0.775549], [1.865142, 1.394258, 3.650072], [-1.573337, 1.429178, -5.881501], [-4.018393, 5.017360, -1.093141], [-0.641645, -2.860784, 1.005826], [0.565804, 0.491529, -6.341758], [0.514693, -2.835127, -2.878512], [-1.654620, 2.655671, 3.487411], [1.755104, -1.598717, -2.586606], [2.486928, -3.338743, 3.836360], [-2.329683, 1.255274, 4.377198], [-0.689569, -0.760079, -6.106922], [-0.451169, -1.123715, 1.279412], [-2.298025, 4.618733, -0.854121], [-1.442368, 2.416610, -1.052792], [-2.416178, -0.078656, 2.341925], [-1.527876, 1.152861, 1.426404], [3.242479, -0.035538, 1.930628], [-3.187915, 1.470213, 1.980513], [-3.052278, 3.143419, -4.958036], [1.682713, -1.095310, 0.100593], [3.540538, -1.942211, 4.144131], [-1.742181, -0.866435, -0.633564]], "atomic_forces_ev_per_a": [[-0.385, 0.249, -0.384], [-0.039, -0.007, -0.225], [-0.030, -0.212, -0.227], [-0.054, 0.112, -0.044], [-0.117, -0.378, -0.152], [0.326, -0.095, -0.065], [-0.394, -0.116, -0.048], [-0.258, -0.121, -0.172], [0.000, 0.069, 0.411], [0.028, 0.142, -0.075], [0.325, 1.069, 0.099], [0.485, -0.466, 0.156], [-0.223, 0.290, 0.131], [-0.022, -0.452, 0.089], [0.036, 0.102, -0.246], [0.269, 0.064, 0.318], [0.209, -0.251, -0.183], [0.139, 0.327, -0.121], [0.019, 0.102, -0.034], [-0.002, -0.194, 0.166], [0.084, 0.129, 0.258], [-0.022, 0.055, 0.132], [-0.070, 0.068, -0.046], [0.066, 0.236, -0.338], [-0.558, -0.014, -0.091], [-0.009, 0.160, 0.159], [0.495, -0.185, -0.316], [-0.058, -0.250, 0.134], [0.205, -0.204, 0.022], [-0.054, 0.142, 0.357], [0.000, -0.054, -0.162], [-0.397, 0.042, 0.445], [0.171, 0.035, 0.014], [-0.057, 0.045, -0.052], [-0.041, 0.060, -0.064], [0.013, 0.006, -0.005], [-0.009, 0.098, -0.032], [-0.018, -0.083, -0.048], [-0.029, -0.095, -0.048], [0.056, -0.039, 0.012], [0.059, -0.037, 0.023], [0.167, -0.105, 0.008], [0.023, -0.053, -0.094], [0.070, -0.059, 0.060], [0.036, -0.003, 0.030], [-0.017, -0.020, 0.033], [0.043, 0.076, 0.014], [-0.007, -0.127, 0.043], [0.027, -0.262, -0.066], [0.083, 0.184, 0.085], [0.115, 0.137, -0.112], [0.036, 0.027, 0.016], [-0.055, -0.016, 0.069], [-0.010, -0.013, -0.001], [-0.083, 0.093, 0.136], [-0.035, -0.089, -0.028], [-0.038, 0.032, -0.065], [-0.088, 0.087, -0.006], [-0.137, 0.041, -0.050], [-0.082, 0.059, -0.087], [0.020, -0.073, 0.198], [-0.027, -0.064, -0.009], [-0.182, -0.198, 0.074]], "nbo_charge": [2.3340, -0.4898, -0.9298, -0.5030, -0.6419, -0.5308, -0.6564, -0.9749, -0.4486, -0.4496, -0.6778, -0.3795, -0.2678, -0.3179, -0.2295, -0.6517, 0.2811, -0.2265, -0.4100, -0.2457, 0.8949, -0.2528, 0.3781, 0.7112, -0.0650, -0.4078, -0.2276, -0.2231, -0.2892, -0.2152, -0.2514, -0.2313, 0.2403, 0.2050, 0.1966, 0.1764, 0.2077, 0.2246, 0.1939, 0.2308, 0.2140, 0.2449, 0.2243, 0.2028, 0.2233, 0.1808, 0.1975, 0.1840, 0.2409, 0.2625, 0.2008, 0.1774, 0.2234, 0.1788, 0.2514, 0.2204, 0.2317, 0.1950, 0.2092, 0.2284, 0.2215, 0.1852, 0.2220]}

We obtain molecular weight values of 401.71, 161.25, 356.51, 469.56 g mol⁻¹ for the records listed above, in that order.